Entry 1:
ORCA calculation (ωB97M-V/def2-TZVPD) on a cluster of 2 separate species, C5H13NO in total at a distorted geometry.

```
20
Properties=species:S:1:pos:R:3:forces:R:3
C 0.230 -1.249 -0.612 -0.037 -2.015 0.453
N -0.393 -0.946 0.674 -0.161 0.870 -0.223
C -1.178 0.287 0.644 0.662 0.797 -0.215
C -1.344 0.672 2.118 -0.648 -1.146 -1.301
C -0.020 0.228 2.743 -0.393 0.877 0.247
C 0.593 -0.732 1.722 0.199 -0.422 0.533
H 1.307 -1.416 -0.483 0.057 0.902 -0.258
H -0.043 -2.268 -0.922 -0.455 0.197 -0.161
H -0.065 -0.580 -1.412 0.299 0.358 -0.039
H -0.653 1.114 0.121 0.184 -0.227 -0.030
H -2.094 0.138 0.089 -0.458 -0.097 0.048
H -1.650 1.703 2.245 0.070 0.084 0.191
H -2.147 -0.014 2.408 0.024 0.363 0.702
H -0.263 -0.092 3.753 0.471 -0.678 -0.002
H 0.676 1.058 2.857 -0.141 0.209 0.062
H 0.889 -1.691 2.150 0.132 0.036 0.005
H 1.480 -0.241 1.306 0.193 -0.110 -0.012
O 1.495 1.406 -6.881 -0.061 -0.186 0.944
H 0.884 1.150 -6.173 -0.293 0.035 -0.522
H 2.295 1.472 -6.347 0.354 0.151 -0.422
```
Forces are in eV/Å.

Its multiplicity is 1. The SMILES is CN1CCCC1.O. The value obtained for the LUMO energy is 0.65 eV. As for the energy above the lowest of the compared OMol25 structures with the same formula, charge and spin: 1.458 eV. As for the orbital gap: 9.1547 eV.

=====

Entry 2:
ORCA calculation (ωB97M-V/def2-TZVPD) on an isolated molecule of C5H13NO at a distorted geometry.

```
20
Properties=species:S:1:pos:R:3:forces:R:3
C -0.290 3.237 -1.093 -1.116 -0.787 1.203
C 0.395 2.363 -0.015 -1.246 -0.445 0.459
N 0.267 0.930 -0.388 -2.540 -0.631 -0.999
C 0.667 -0.153 0.547 1.630 0.317 -0.210
C 0.890 -1.570 -0.120 -1.525 0.306 2.986
C -0.528 -2.272 -0.094 -1.762 0.992 -3.297
O -1.192 -2.581 1.112 0.351 1.559 0.667
H 0.072 3.190 -2.095 0.465 -0.654 -0.644
H -0.265 4.274 -0.851 0.221 0.870 0.564
H -1.374 2.988 -1.068 0.558 0.018 -0.312
H 1.445 2.595 0.066 0.396 0.083 0.110
H -0.109 2.620 0.991 0.715 -0.391 -1.213
H -0.747 0.771 -0.816 2.880 0.294 1.462
H 0.016 -0.394 1.373 -0.834 0.482 0.356
H 1.620 0.158 1.083 -0.871 -0.141 -0.982
H 1.446 -2.119 0.684 0.207 0.256 -1.030
H 1.423 -1.474 -1.060 -0.249 -0.458 -0.153
H -1.261 -1.597 -0.709 1.144 -0.797 1.329
H -0.690 -3.206 -0.623 1.256 -0.187 -0.843
H -0.714 -3.303 1.494 0.319 -0.685 0.547
```
Forces are in eV/Å.

Its multiplicity is 1. The SMILES is CCNCCCO. The value obtained for the LUMO energy is 1.03 eV. As for the energy above the lowest of the compared OMol25 structures with the same formula, charge and spin: 2.241 eV. As for the orbital gap: 9.5418 eV.

=====

Entry 3:
ORCA calculation (ωB97M-V/def2-TZVPD) on an isolated molecule of C5H13NO at a distorted geometry.

```
20
Properties=species:S:1:pos:R:3:forces:R:3
N -1.658 2.422 -0.749 0.088 0.623 -0.129
C -0.237 2.337 -0.632 0.856 -0.754 0.381
C 0.401 0.950 -0.913 -1.282 0.410 -0.099
C -0.012 -0.072 0.148 0.339 -0.111 -0.283
C 0.723 -1.408 0.064 -0.772 -0.193 -0.022
C 0.171 -2.471 1.021 0.620 -0.046 0.147
O 0.738 -2.448 2.331 -0.160 0.232 -0.074
H -2.272 1.892 -0.163 0.005 -0.102 -0.136
H -1.998 2.793 -1.615 -0.346 -0.293 0.116
H 0.219 3.048 -1.310 -0.095 0.253 -0.222
H 0.112 2.629 0.366 -0.195 0.123 0.079
H -0.061 0.595 -1.839 0.355 0.025 -0.293
H 1.460 1.109 -1.092 0.302 -0.352 0.316
H 0.039 0.340 1.152 0.207 0.104 0.253
H -1.063 -0.286 -0.045 -0.242 0.021 0.138
H 0.538 -1.832 -0.932 0.392 0.254 -0.065
H 1.793 -1.259 0.216 0.115 -0.185 -0.096
H -0.894 -2.331 1.161 -0.269 0.074 0.038
H 0.309 -3.465 0.588 0.041 -0.062 -0.045
H 1.691 -2.542 2.244 0.041 -0.023 -0.002
```
Forces are in eV/Å.

Its multiplicity is 1. The SMILES is NCCCCCO. The value obtained for the LUMO energy is 1.08 eV. As for the energy above the lowest of the compared OMol25 structures with the same formula, charge and spin: 1.121 eV. As for the orbital gap: 9.7569 eV.

=====

Entry 4:
ORCA calculation (ωB97M-V/def2-TZVPD) on a cluster of 2 separate species, C5H13NO in total at a distorted geometry.

```
20
Properties=species:S:1:pos:R:3:forces:R:3
C 2.099 0.353 0.199 -1.411 0.029 0.100
C 1.781 -0.274 -1.190 0.319 -0.704 2.204
C 1.250 0.773 -2.118 0.127 0.070 -0.966
N 2.127 1.775 -2.395 0.926 0.745 -0.189
O 0.137 0.810 -2.609 0.054 -0.500 0.353
H 1.213 0.885 0.567 -0.105 -0.053 -0.264
H 2.866 1.109 0.277 0.693 -0.237 -0.226
H 2.191 -0.458 0.914 0.663 0.011 0.149
H 2.609 -0.935 -1.456 0.453 0.871 -0.888
H 1.084 -1.064 -0.933 -0.981 0.358 -0.454
H 1.892 2.439 -3.109 -0.475 0.026 -0.052
H 3.073 1.893 -2.061 -0.279 -0.618 0.238
C -2.621 -0.396 2.294 -0.985 0.242 0.409
C -2.894 -1.378 1.181 -0.483 -1.168 -0.518
H -2.554 -0.902 3.264 0.084 0.067 -0.163
H -1.724 0.200 2.163 0.140 -0.040 -0.212
H -3.469 0.301 2.359 0.274 -0.043 0.147
H -2.049 -2.048 1.017 0.259 0.420 -0.549
H -3.335 -0.968 0.265 0.972 0.402 -0.050
H -3.674 -2.117 1.372 -0.246 0.121 0.930
```
Forces are in eV/Å.

Its multiplicity is 1. The SMILES is CCC(N)=O.CC. The value obtained for the LUMO energy is 0.85 eV. As for the energy above the lowest of the compared OMol25 structures with the same formula, charge and spin: 0.671 eV. As for the orbital gap: 10.6821 eV.